Density functional theory data (ωB97M-V/def2-TZVPD) for the molecule C5H9NO2.

Element x y z (Å)
N 3.1440 0.0591 -0.3891
H -0.4500 -1.6117 1.8935
H -1.8004 1.4110 0.1668
C 0.5678 0.3638 -0.7621
C -0.1463 0.0726 0.5838
C -1.6364 0.3739 0.4502
O 0.0771 -0.4858 -1.7489
H -0.2643 -2.0363 0.1854
C 0.0895 -1.3819 0.9779
H 0.6849 2.3197 -0.5621
H -2.1361 0.1870 1.3974
H -2.0725 -0.2674 -0.3108
H 0.2960 0.7334 1.3407
H 1.1484 -1.5727 1.1389
H 0.1200 -0.0126 -2.5887
O 0.3595 1.6876 -1.2096
C 2.0187 0.1606 -0.5632

Cartesian forces (eV/Å) of the 6 atoms listed first:
0.5 -0.1 0.1
0.0 0.0 0.1
-0.1 0.0 0.0
-0.6 0.3 0.5
-0.2 -0.1 -0.4
0.3 0.1 0.0

Values from the calculation:
* highest occupied orbital energy: -11.2 eV
* orbital gap: 11.796 eV
* molecular weight: 115.132 g/mol
* largest force on an atom: 0.83 eV Å⁻¹
* SMILES string: CC(C)C(O)(O)C#N